{"formula": "C6H26KNO10", "method": "ωB97M-V/def2-TZVPD", "species": ["K", "N", "O", "O", "O", "O", "H", "H", "O", "H", "H", "O", "H", "H", "O", "H", "H", "O", "H", "H", "C", "C", "C", "O", "H", "H", "H", "H", "H", "H", "H", "H", "C", "C", "C", "O", "H", "H", "H", "H", "H", "H", "H", "H"], "xyz": [[2.783, 3.003, 1.983], [0.630, 0.563, 0.111], [1.113, 1.683, 0.227], [0.846, -0.004, -0.952], [-0.075, 0.010, 0.947], [-0.791, -2.767, -0.675], [-0.338, -2.731, -1.518], [-0.820, -1.857, -0.379], [-0.925, 0.441, -3.187], [-0.372, 0.126, -2.471], [-0.756, 1.382, -3.225], [-0.719, 0.514, 3.735], [-0.183, 0.072, 3.076], [-1.361, 1.011, 3.227], [-1.090, 3.441, -0.580], [-0.238, 3.047, -0.394], [-1.152, 3.440, -1.535], [2.288, 4.201, -0.983], [1.723, 4.641, -1.618], [1.819, 3.396, -0.763], [3.618, -4.461, -1.986], [2.974, -3.276, -1.289], [3.702, -2.996, -0.023], [3.063, -2.095, -2.026], [4.685, -4.544, -1.777], [3.497, -4.348, -3.064], [3.224, -5.366, -1.525], [1.918, -3.463, -1.097], [4.621, -2.429, -0.174], [3.811, -3.921, 0.545], [3.085, -2.407, 0.655], [2.412, -1.481, -1.678], [-3.475, 1.146, 0.322], [-3.509, 1.902, 1.677], [-4.085, 1.091, 2.842], [-2.258, 2.415, 1.889], [-2.787, 0.303, 0.374], [-3.140, 1.722, -0.540], [-4.454, 0.777, 0.013], [-4.268, 2.665, 1.504], [-4.947, 0.555, 2.443], [-4.582, 1.693, 3.602], [-3.529, 0.262, 3.281], [-1.958, 2.645, 1.006]], "atomic_forces_ev_per_a": [[-0.1, -0.1, -0.3], [-0.5, -2.3, -2.1], [0.8, 3.2, 1.9], [0.2, -0.9, -0.9], [-0.5, 0.5, 1.3], [-0.2, -0.3, 0.1], [0.1, 0.0, -0.3], [0.2, 0.3, 0.1], [-0.6, 0.1, -0.1], [0.4, -0.2, 0.3], [0.1, 0.1, -0.2], [0.0, 0.2, 0.6], [0.1, -0.2, -0.4], [0.1, 0.0, -0.1], [-0.5, 0.1, 0.6], [0.6, -0.4, 0.2], [-0.3, 0.0, -0.3], [0.2, 0.1, 0.6], [0.0, 0.3, -0.2], [-0.1, -0.6, -0.3], [0.2, 0.3, 0.0], [0.4, -0.1, 0.4], [-0.6, -0.3, 2.0], [0.0, 0.8, -1.7], [0.2, 0.5, -0.1], [-0.3, -0.6, 0.0], [-0.4, -0.1, -0.6], [-0.1, -0.4, 0.1], [0.1, -0.5, -0.2], [0.7, -0.1, 0.0], [-0.2, 0.4, 0.0], [0.0, 0.2, 0.0], [-0.2, -0.5, -1.6], [0.6, -2.6, 1.2], [-1.2, -0.1, -0.2], [-1.4, -0.3, 0.9], [0.1, -0.1, 0.5], [0.1, 0.4, 0.3], [-0.1, 0.1, 0.5], [-0.4, 1.2, -0.5], [-0.1, 0.1, -0.5], [0.6, 0.2, 0.3], [0.9, 0.5, 0.0], [1.2, 1.0, -1.5]], "lowdin_spin": [0.000, 0.000, 0.000, 0.006, 0.016, 0.000, 0.000, 0.000, 0.000, 0.000, 0.000, 0.005, 0.000, 0.000, -0.001, 0.000, 0.000, 0.000, 0.000, 0.000, 0.000, 0.000, 0.000, 0.000, 0.000, 0.000, 0.000, 0.000, 0.000, 0.000, 0.000, 0.000, 0.106, 0.181, 0.036, 0.506, 0.013, 0.002, 0.005, 0.102, 0.003, 0.007, 0.009, 0.005], "mol_weight_da": 311.4, "lumo_ev": [-3.56, -9.35], "largest_force_ev_per_a": 3.82, "charge": 1, "gap_ev": [7.87, 2.07], "energy_ha": -1650.83633, "multiplicity": 2}